272
Properties=species:S:1:pos:R:3 method="wB97M-V/def2-TZVPD" homo_lumo_gap_ev=9.05 charge=0 e_above_lowest_kj_mol=466.8
O 9.84 17.07 18.38
O 10.55 21.18 13.37
O 13.85 19.15 22.12
O 19.00 9.34 15.11
O 21.14 18.14 17.08
O 17.28 18.07 11.29
O 16.21 21.94 14.43
O 20.54 14.24 16.16
O 15.16 10.85 18.45
O 19.91 22.94 20.75
O 16.79 18.05 16.26
O 10.29 11.52 15.42
O 21.51 18.99 13.15
O 13.92 14.09 12.27
O 12.81 23.73 16.41
O 18.05 14.86 21.32
N 18.92 21.26 11.57
N 12.93 12.65 18.92
N 16.91 14.62 24.76
N 20.70 15.96 12.91
N 13.79 10.63 15.67
N 20.36 17.18 20.68
N 17.17 12.13 16.50
N 12.03 18.72 11.16
N 17.59 22.86 19.27
N 16.47 15.28 17.45
N 14.38 18.35 19.60
N 16.68 15.39 10.14
N 14.82 21.46 18.49
N 14.65 20.32 9.96
N 12.53 15.99 18.17
N 16.07 23.01 11.61
C 14.35 12.99 19.12
C 15.38 14.78 10.40
C 14.95 9.53 18.83
C 17.98 10.26 15.37
C 20.63 22.39 21.82
C 16.32 19.12 11.28
C 17.59 17.62 12.60
C 15.33 13.45 9.70
C 15.69 17.23 16.01
C 19.86 22.07 19.65
C 10.83 17.76 17.61
C 21.20 14.69 15.00
C 21.42 13.65 17.05
C 13.68 18.40 23.31
C 12.28 18.95 13.60
C 15.11 22.53 13.84
C 19.14 14.22 13.62
C 20.58 19.62 12.20
C 20.98 17.29 18.24
C 15.74 19.37 9.89
C 15.47 18.14 20.63
C 11.31 20.72 12.24
C 14.12 24.35 12.33
C 11.37 10.63 15.56
C 13.17 15.21 12.48
C 19.49 21.07 13.86
C 18.49 13.93 20.38
C 10.00 22.49 13.20
C 15.23 11.83 19.47
C 19.93 18.45 16.42
C 17.94 16.59 23.82
C 12.86 20.79 17.09
C 13.96 21.84 17.33
C 17.03 22.77 15.30
C 12.12 24.91 16.42
C 11.79 16.68 17.08
C 16.92 18.16 19.99
C 20.50 18.03 19.45
C 18.18 14.41 22.66
C 9.63 17.74 19.66
C 15.29 14.47 11.96
C 20.16 15.32 14.05
C 19.61 9.62 13.81
C 15.28 19.11 21.81
C 13.45 23.29 17.59
C 16.79 20.04 9.05
C 17.27 15.29 23.49
C 19.32 23.86 17.91
C 18.86 22.60 18.61
C 18.74 10.72 17.72
C 16.67 19.43 16.07
C 18.37 11.32 16.42
C 12.72 11.05 13.49
C 15.38 23.57 12.77
C 21.46 19.21 19.73
C 10.08 12.31 16.54
C 11.43 19.27 12.42
C 14.41 14.09 20.22
C 15.00 14.80 15.48
C 16.09 15.72 16.12
C 10.99 15.69 16.28
C 22.78 19.59 13.20
C 12.63 11.27 15.01
C 20.02 21.00 12.46
H 21.18 19.63 11.31
H 15.07 8.94 18.00
H 15.39 18.82 11.79
H 13.28 19.80 16.92
H 21.17 16.80 13.20
H 14.40 22.79 14.64
H 16.41 13.16 9.83
H 11.44 18.48 18.19
H 17.67 19.40 9.17
H 15.47 14.13 20.54
H 9.19 22.62 13.89
H 10.57 16.21 15.42
H 11.03 12.85 16.74
H 17.46 22.23 20.02
H 14.98 11.46 20.41
H 16.95 15.47 9.19
H 15.66 22.14 11.29
H 13.49 18.24 20.05
H 15.57 20.16 21.57
H 16.05 24.32 13.16
H 18.94 10.09 13.21
H 19.10 17.73 16.61
H 14.65 12.71 10.09
H 14.66 11.07 15.37
H 15.29 13.45 8.58
H 19.17 11.95 16.02
H 13.10 10.07 13.22
H 16.99 22.73 11.85
H 14.22 21.63 19.30
H 16.41 15.46 22.87
H 10.46 17.57 20.33
H 10.45 18.83 12.66
H 11.71 25.17 15.40
H 15.28 17.42 15.03
H 15.45 18.36 9.48
H 19.89 23.49 17.03
H 14.52 21.90 16.38
H 19.54 21.08 20.00
H 13.74 19.93 10.04
H 17.29 17.30 24.39
H 14.29 25.24 11.78
H 14.93 17.53 16.84
H 19.56 16.55 20.62
H 15.64 9.17 19.66
H 16.72 17.09 13.00
H 9.24 13.00 16.49
H 23.25 19.09 13.99
H 13.78 13.84 21.03
H 12.63 18.47 23.48
H 17.25 13.01 17.01
H 21.74 13.85 14.51
H 17.86 10.14 18.13
H 17.76 18.45 13.28
H 20.73 21.79 12.41
H 15.84 18.77 22.65
H 10.79 23.19 13.37
H 18.75 16.34 24.51
H 16.44 20.12 7.96
H 15.94 13.65 12.12
H 16.54 13.68 24.54
H 16.59 16.34 10.51
H 21.20 16.69 20.90
H 9.92 11.69 17.42
H 17.69 10.72 14.39
H 11.44 14.77 15.91
H 17.22 17.43 19.31
H 18.59 21.79 17.90
H 19.58 16.07 14.65
H 19.09 22.06 14.17
H 13.30 19.20 13.45
H 21.83 12.66 16.72
H 14.56 19.28 19.21
H 14.10 17.38 23.26
H 15.35 17.16 21.02
H 18.28 14.56 13.05
H 11.02 9.82 14.98
H 16.99 15.66 15.51
H 12.22 15.04 13.00
H 12.85 25.68 16.65
H 15.69 15.61 18.06
H 19.55 10.01 17.66
H 13.24 16.57 18.60
H 14.53 15.46 10.13
H 14.13 15.00 19.70
H 13.41 23.61 11.90
H 14.76 13.44 18.21
H 12.75 11.95 18.17
H 12.71 23.24 18.43
H 11.30 24.87 17.13
H 19.98 8.69 13.37
H 16.67 20.06 11.71
H 14.12 18.82 24.20
H 20.34 21.33 21.97
H 16.47 11.67 17.06
H 18.59 17.04 12.53
H 10.77 21.00 11.31
H 20.94 13.38 17.98
H 17.24 15.77 17.84
H 20.47 10.25 13.96
H 17.75 14.50 25.35
H 15.67 22.04 18.55
H 20.14 18.53 15.41
H 22.67 20.60 13.65
H 21.22 19.97 18.98
H 16.16 19.66 15.14
H 12.63 17.04 16.52
H 16.00 19.86 16.84
H 18.36 14.36 19.29
H 19.73 18.93 12.02
H 12.09 21.06 16.34
H 17.75 13.33 22.77
H 9.38 18.75 19.49
H 19.23 14.31 22.94
H 11.77 11.12 12.95
H 15.23 13.82 15.81
H 19.50 13.28 13.19
H 12.23 21.36 12.14
H 18.70 13.87 14.59
H 17.61 23.74 19.74
H 19.27 21.34 10.63
H 19.57 13.78 20.49
H 19.98 24.45 18.54
H 20.84 22.11 19.23
H 13.98 15.13 15.76
H 10.25 18.30 16.83
H 17.66 23.48 14.71
H 23.27 19.60 12.23
H 19.53 18.51 19.25
H 16.93 21.02 9.48
H 12.67 17.93 11.24
H 20.38 16.40 17.96
H 17.64 19.93 16.17
H 8.77 17.21 20.03
H 13.59 24.66 13.24
H 13.79 10.73 16.70
H 16.27 12.13 19.56
H 12.20 17.87 13.84
H 17.61 18.02 20.87
H 11.25 18.49 10.49
H 9.53 22.58 12.21
H 12.94 15.67 11.57
H 13.78 15.97 13.09
H 18.61 20.41 13.89
H 12.36 13.47 18.82
H 21.32 15.38 12.43
H 15.69 15.35 12.55
H 22.20 14.32 17.31
H 19.53 19.47 16.70
H 17.72 22.07 15.72
H 14.33 23.96 17.94
H 17.95 12.92 20.50
H 21.73 22.46 21.70
H 16.38 23.22 16.01
H 20.24 20.73 14.56
H 14.49 20.88 9.12
H 14.61 21.74 13.35
H 13.97 9.35 19.33
H 17.13 19.12 19.51
H 18.45 17.08 22.93
H 21.99 17.00 18.46
H 18.56 24.51 17.58
H 20.39 23.05 22.69
H 17.03 9.69 15.51
H 19.13 11.48 18.41
H 11.98 15.53 18.89
H 15.09 14.82 14.39
H 21.39 19.45 20.81
H 18.25 20.48 11.53
H 11.99 19.63 14.38
H 10.18 15.36 16.95
H 13.44 11.77 13.10
H 22.48 18.98 19.60
H 12.51 12.38 15.19
H 11.45 10.33 16.61
H 12.17 20.72 17.91
H 21.97 15.47 15.27